# 1
Computed, not measured: a single C3H7NO2 molecule in a non-equilibrium geometry, with ωB97M-V/def2-TZVPD.

- Charge: 0
- Energy relative to the best compared isomer or geometry (same formula, charge and spin): 130.6 kcal per mole
- HOMO energy: -8.72 eV
- Gap between HOMO and LUMO: 9.366 eV
- SMILES: CO/C(C)=N\O

Structure (XYZ):
```
13
C3H7NO2, DFT ωB97M-V/def2-TZVPD
O 0.402 -0.930 -0.064
O -2.110 -0.532 0.074
N -1.412 0.562 0.011
C 0.843 1.476 0.020
C -0.142 0.371 -0.039
C 1.842 -0.842 0.062
H 2.302 -0.105 -0.767
H 0.302 2.465 -0.348
H 1.474 1.520 0.909
H 1.809 -0.280 1.124
H -1.344 -1.239 -0.475
H 2.181 -1.967 -0.088
H 1.571 1.342 -0.770
```



# 2
Computed, not measured: a molecular structure, C3H7NO2 in a non-equilibrium geometry, with ωB97M-V/def2-TZVPD.

- Charge: 0
- Energy relative to the best compared isomer or geometry (same formula, charge and spin): 187.1 kcal per mole
- HOMO energy: -9.24 eV
- Gap between HOMO and LUMO: 9.723 eV

Structure (XYZ):
```
13
C3H7NO2, DFT ωB97M-V/def2-TZVPD
O -0.278 -2.103 -0.236
O 0.417 -2.750 -1.199
N 0.162 -0.371 -0.459
C -0.113 1.380 0.790
C -0.987 0.465 -0.153
C 1.015 0.363 0.506
H -1.872 0.105 0.231
H -1.418 0.850 -1.074
H -0.574 1.426 1.701
H 0.262 -2.382 -2.093
H 0.210 2.454 0.427
H 1.897 0.905 0.182
H 1.279 -0.344 1.378
```



# 3
Computed, not measured: 2 unconnected molecules or ions with the total composition C3H7NO2 in a non-equilibrium geometry, with ωB97M-V/def2-TZVPD.

- Charge: 0
- Energy relative to the best compared isomer or geometry (same formula, charge and spin): 30.0 kcal per mole
- HOMO energy: -9.97 eV
- Gap between HOMO and LUMO: 10.955 eV
- SMILES: CC=O.NC=O

Structure (XYZ):
```
13
C3H7NO2, DFT ωB97M-V/def2-TZVPD
O -1.784 -1.244 0.276
O 1.476 0.085 -1.763
N 0.096 -1.394 1.551
C -1.161 -1.776 1.160
C 0.128 1.659 -0.619
C 0.807 1.088 -1.834
H 0.886 1.678 -2.763
H 0.435 2.698 -0.544
H -1.561 -2.581 1.803
H 0.502 1.068 0.211
H -0.956 1.579 -0.558
H 0.597 -0.885 0.839
H 0.534 -1.976 2.242
```



# 4
Computed, not measured: a single C3H7NO2 molecule, with ωB97M-V/def2-TZVPD.

- Charge: 0
- Energy relative to the best compared isomer or geometry (same formula, charge and spin): 25.6 kcal per mole
- HOMO energy: -10.20 eV
- Gap between HOMO and LUMO: 10.955 eV
- SMILES: NC(=O)CCO

Structure (XYZ):
```
13
C3H7NO2, DFT ωB97M-V/def2-TZVPD
O -0.577 -0.219 1.683
O 1.261 0.585 -2.083
N 0.251 1.623 -0.251
C 0.647 0.464 -1.051
C -0.976 -0.828 0.475
C 0.188 -0.888 -0.518
H -1.326 -1.839 0.715
H 0.077 2.376 -0.915
H -0.028 -1.518 -1.392
H 1.072 1.934 0.278
H 1.034 -1.334 0.017
H -0.471 0.722 1.456
H -1.821 -0.296 0.014
```



# 5
Computed, not measured: a single C3H7NO2 molecule in a non-equilibrium geometry, with ωB97M-V/def2-TZVPD.

- Charge: 0
- Energy relative to the best compared isomer or geometry (same formula, charge and spin): 64.0 kcal per mole
- HOMO energy: -7.55 eV
- Gap between HOMO and LUMO: 8.445 eV
- SMILES: CO/C=C(\N)O

Structure (XYZ):
```
13
C3H7NO2, DFT ωB97M-V/def2-TZVPD
O -1.292 -1.803 -0.554
O 0.961 0.503 0.940
N -1.802 0.404 -0.042
C 0.263 -0.659 0.669
C 1.621 0.981 -0.219
C -0.949 -0.642 0.057
H 0.905 1.319 -0.984
H -2.644 0.375 -0.591
H 2.266 0.216 -0.678
H 0.481 -1.525 1.291
H 2.233 1.827 0.099
H -1.668 1.151 0.619
H -0.374 -2.145 -0.607
```



# 6
Computed, not measured: a single C3H7NO2 molecule in a non-equilibrium geometry, with ωB97M-V/def2-TZVPD.

- Charge: 0
- Energy relative to the best compared isomer or geometry (same formula, charge and spin): 12.4 kcal per mole
- HOMO energy: -9.83 eV
- Gap between HOMO and LUMO: 10.629 eV
- SMILES: CCNC(=O)O

Structure (XYZ):
```
13
C3H7NO2, DFT ωB97M-V/def2-TZVPD
O -1.552 0.073 1.261
O -1.529 -0.710 -0.852
N 0.424 -0.517 0.335
C 1.360 -0.042 -0.639
C -0.935 -0.403 0.149
C 1.982 1.351 -0.372
H 2.918 1.325 0.162
H 2.143 1.843 -1.326
H -2.478 0.153 0.986
H 0.862 0.060 -1.564
H 1.353 1.857 0.366
H 2.143 -0.771 -0.870
H 0.649 -0.504 1.313
```



# 7
Computed, not measured: 2 unconnected molecules or ions with the total composition C3H7NO2, with ωB97M-V/def2-TZVPD.

- Charge: 0
- Energy relative to the best compared isomer or geometry (same formula, charge and spin): 33.7 kcal per mole
- HOMO energy: -9.89 eV
- Gap between HOMO and LUMO: 10.852 eV
- SMILES: CC=O.NC=O

Structure (XYZ):
```
13
C3H7NO2, DFT ωB97M-V/def2-TZVPD
O 2.336 0.234 1.517
O -2.432 0.384 -0.985
N 0.549 -0.734 2.513
C 1.556 0.197 2.440
C -1.838 0.332 -2.024
C -0.337 0.247 -2.152
H 0.185 1.157 -1.852
H 0.576 -1.316 1.682
H -2.384 0.250 -2.990
H 0.339 -1.211 3.375
H 1.523 1.011 3.184
H -0.042 0.041 -3.178
H -0.031 -0.593 -1.530
```



# 8
Computed, not measured: a single C3H7NO2 molecule in a non-equilibrium geometry, with ωB97M-V/def2-TZVPD.

- Charge: 0
- Energy relative to the best compared isomer or geometry (same formula, charge and spin): 89.4 kcal per mole
- HOMO energy: -8.97 eV
- Gap between HOMO and LUMO: 9.393 eV
- SMILES: C/C(CO)=N/O

Structure (XYZ):
```
13
C3H7NO2, DFT ωB97M-V/def2-TZVPD
O 1.248 -1.006 -1.097
O -0.894 -1.885 -0.337
N -1.414 -0.684 0.027
C 0.912 -0.307 0.272
C -0.496 0.202 0.229
C -0.895 1.654 0.326
H 0.066 -1.672 -0.893
H -1.952 1.710 0.600
H -0.315 2.225 1.058
H 0.968 -1.136 0.987
H 1.900 -1.726 -0.982
H -0.786 2.158 -0.646
H 1.658 0.467 0.457
```



# 9
Computed, not measured: a single C3H7NO2 molecule, with ωB97M-V/def2-TZVPD.

- Charge: 0
- Energy relative to the best compared isomer or geometry (same formula, charge and spin): 91.0 kcal per mole
- HOMO energy: -7.94 eV
- Gap between HOMO and LUMO: 8.540 eV
- SMILES: [NH3+]/C([O-])=C\CO

Structure (XYZ):
```
13
C3H7NO2, DFT ωB97M-V/def2-TZVPD
O 0.577 2.248 -1.064
O -0.894 -0.979 1.004
N 0.843 1.025 0.971
C -0.735 -1.086 -0.416
C 0.393 -0.205 -0.918
C 0.444 1.184 -0.522
H -1.693 -0.825 -0.897
H 0.054 0.802 1.578
H 0.537 -0.342 -1.990
H -1.685 -1.476 1.245
H 1.234 -0.002 0.388
H -0.507 -2.125 -0.695
H 1.431 1.779 1.316
```



# 10
Computed, not measured: 2 unconnected molecules or ions with the total composition C3H7NO2 in a non-equilibrium geometry, with ωB97M-V/def2-TZVPD.

- Charge: 0
- Energy relative to the best compared isomer or geometry (same formula, charge and spin): 38.9 kcal per mole
- HOMO energy: -9.56 eV
- Gap between HOMO and LUMO: 10.453 eV
- SMILES: C=CN.O=CO

Structure (XYZ):
```
13
C3H7NO2, DFT ωB97M-V/def2-TZVPD
O 1.122 -1.689 -0.668
O 2.810 -0.529 0.298
N -0.062 0.335 0.616
C -2.372 0.800 0.108
C -1.090 1.157 0.017
C 2.388 -1.282 -0.543
H -2.728 0.012 0.770
H -0.523 -0.209 1.342
H -0.674 1.692 -0.831
H 0.546 -0.908 -0.299
H -3.125 1.272 -0.506
H 3.069 -1.571 -1.355
H 0.641 0.920 1.054
```



# 11
Computed, not measured: a single C3H7NO2 molecule in a non-equilibrium geometry, with ωB97M-V/def2-TZVPD.

- Charge: 0
- Energy relative to the best compared isomer or geometry (same formula, charge and spin): 117.3 kcal per mole
- HOMO energy: -8.90 eV
- Gap between HOMO and LUMO: 9.585 eV
- SMILES: CO/C(C)=N\O

Structure (XYZ):
```
13
C3H7NO2, DFT ωB97M-V/def2-TZVPD
O 2.566 -0.913 0.091
O 0.096 -0.844 -0.102
N 2.122 0.349 0.087
C -1.284 -1.042 0.138
C -0.096 1.559 -0.008
C 0.805 0.365 0.101
H -2.020 -0.599 -0.554
H -1.834 -0.793 1.107
H -1.313 -2.199 -0.099
H 1.818 -1.594 -0.493
H -0.548 1.856 0.944
H 0.524 2.550 -0.273
H -0.836 1.304 -0.939
```



# 12
Computed, not measured: 2 unconnected molecules or ions with the total composition C3H7NO2, with ωB97M-V/def2-TZVPD.

- Charge: 0
- Energy relative to the best compared isomer or geometry (same formula, charge and spin): 100.8 kcal per mole
- HOMO energy: -9.74 eV
- Gap between HOMO and LUMO: 10.505 eV
- SMILES: C/N=C1\O[C@H]1O.[H][H]

Structure (XYZ):
```
13
C3H7NO2, DFT ωB97M-V/def2-TZVPD
O -0.717 -1.727 0.191
O 0.093 -0.962 -2.283
N 0.034 0.547 0.606
C -0.053 -0.609 0.125
C 0.448 -1.278 -1.048
C -0.723 0.956 1.754
H -1.396 0.178 2.126
H 1.737 0.748 -1.223
H -1.300 1.850 1.493
H -0.227 -0.045 -2.316
H -0.014 1.239 2.538
H 1.314 0.985 -0.641
H 1.163 -2.088 -1.012
```